# C51H50N2O2P2PtS2SiTe

C51H50N2O2P2PtS2SiTe as an isolated structure in a non-equilibrium geometry (wB97M-V/def2-TZVPD, the Open Molecules 2025 dataset).

Geometry as XYZ:
```
112
C51H50N2O2P2PtS2SiTe, DFT wB97M-V/def2-TZVPD
Pt -0.197 -0.297 -0.083
O -1.289 -0.460 3.477
S -0.389 0.043 2.448
C -0.576 1.833 2.653
C -0.387 2.365 3.918
C -0.794 3.660 4.190
C -1.407 4.408 3.195
C -1.573 3.882 1.926
C -1.165 2.579 1.637
P -1.287 1.926 -0.070
C -2.996 2.114 -0.648
C -4.051 2.571 0.136
C -5.302 2.742 -0.434
C -5.509 2.445 -1.772
C -4.469 1.948 -2.543
C -3.219 1.780 -1.982
C -0.485 3.326 -0.929
C -1.190 4.490 -1.231
C -0.509 5.612 -1.670
C 0.868 5.584 -1.827
C 1.564 4.410 -1.590
C 0.887 3.288 -1.147
C 1.271 -0.334 3.059
C 1.427 -0.606 4.408
C 2.650 -1.043 4.886
C 3.698 -1.260 4.002
C 3.536 -1.014 2.650
C 2.313 -0.554 2.164
P 2.168 -0.046 0.419
C 3.082 -1.204 -0.630
C 3.550 -0.776 -1.876
C 4.124 -1.682 -2.750
C 4.213 -3.024 -2.409
C 3.715 -3.459 -1.190
C 3.146 -2.557 -0.307
C 3.229 1.435 0.630
C 2.706 2.485 1.385
C 3.502 3.559 1.732
C 4.823 3.609 1.312
C 5.342 2.574 0.550
C 4.558 1.480 0.222
H 0.070 1.763 4.688
H -0.646 4.078 5.175
H -1.763 5.404 3.412
H -2.029 4.486 1.155
H -3.895 2.810 1.178
H -6.116 3.125 0.165
H -6.482 2.597 -2.214
H -4.627 1.699 -3.579
H -2.402 1.385 -2.576
H -2.266 4.521 -1.129
H -1.056 6.519 -1.879
H 1.399 6.470 -2.140
H 2.633 4.372 -1.733
H 1.425 2.369 -0.949
H 0.576 -0.498 5.063
H 2.779 -1.221 5.942
H 4.642 -1.637 4.365
H 4.349 -1.186 1.958
H 3.490 0.271 -2.148
H 4.503 -1.342 -3.701
H 4.672 -3.726 -3.088
H 3.771 -4.504 -0.925
H 2.747 -2.889 0.636
H 1.674 2.448 1.710
H 3.097 4.356 2.335
H 5.451 4.442 1.586
H 6.368 2.610 0.219
H 4.990 0.659 -0.330
Te 0.462 0.138 -2.879
C -0.387 -0.075 -4.783
C 0.170 0.522 -5.900
C -0.465 0.168 -7.094
C -1.516 -0.687 -6.897
S -1.742 -1.062 -5.246
H 1.005 1.197 -5.828
H -0.159 0.519 -8.062
H -2.169 -1.115 -7.635
C -4.430 -0.103 2.357
C -3.483 -0.776 1.414
N -3.728 -2.057 1.143
O -2.559 -0.162 0.873
H -4.840 -0.807 3.073
H -5.249 0.322 1.777
H -3.918 0.702 2.877
H -4.454 -2.551 1.630
H -3.112 -2.584 0.541
C 1.543 -4.182 2.342
Si -0.119 -3.870 1.445
C -0.699 -5.546 0.739
C -1.372 -3.472 2.842
N -0.186 -2.626 0.208
C -0.589 -2.980 -1.034
C -1.677 -2.287 -1.628
C -2.278 -2.774 -2.766
C -1.755 -3.880 -3.426
C -0.607 -4.493 -2.933
C -0.039 -4.068 -1.754
H 1.340 -4.873 3.154
H 1.971 -3.289 2.786
H 2.288 -4.655 1.708
H -1.063 -6.167 1.552
H 0.091 -6.105 0.251
H -1.512 -5.437 0.026
H -1.011 -3.932 3.755
H -2.345 -3.901 2.629
H -1.498 -2.417 3.038
H -2.118 -1.441 -1.106
H -3.171 -2.297 -3.142
H -2.228 -4.249 -4.323
H -0.175 -5.326 -3.468
H 0.855 -4.531 -1.367
```

Values from the calculation:
charge = +2
spin multiplicity = 5
electronic energy = -4388.82703 a.u.
⟨S²⟩ = 6.0620
HOMO energy (spin up / spin down) = -12.0 / -13.1 eV